Entry 1:
The following is a quantum chemistry calculation of a molecular structure, C13H13N7O5Rh at a distorted geometry, from the OMol25 dataset.

The geometry in XYZ format:
```
39
Properties=species:S:1:pos:R:3:forces:R:3:mulliken_charge:R:1
Rh -0.27311 -0.40101 0.00722 -0.10 -0.33 -1.39 0.11
O 4.03867 0.76623 3.90282 0.00 0.04 0.05 -0.50
C 3.10384 0.50034 2.98668 0.02 -0.04 -0.05 1.00
C 3.36153 -0.27908 1.85014 -0.01 0.05 0.10 -0.61
C 2.33072 -0.49002 0.96673 -0.10 0.04 -0.07 -0.04
N 1.13924 0.05398 1.20938 0.18 0.26 0.29 0.26
C 0.84578 0.77475 2.29438 0.03 -0.16 -0.13 0.12
C 1.82578 1.02862 3.22007 0.08 -0.01 0.05 -0.75
C -0.62504 1.19457 2.34079 0.44 0.42 0.40 0.54
O -1.01468 1.84117 3.28334 -0.13 -0.17 -0.24 -0.63
O -1.29938 0.82452 1.29187 -0.60 -0.18 -0.19 -0.59
C 2.37046 -1.32793 -0.31508 0.43 0.05 0.36 0.53
O 3.38951 -1.90351 -0.60729 -0.20 0.06 -0.11 -0.64
O 1.24570 -1.32286 -0.97563 -0.24 -0.18 -0.21 -0.47
H 4.88934 0.37270 3.67332 -0.01 -0.02 -0.03 0.32
H 4.33282 -0.71705 1.66014 -0.01 -0.03 -0.05 0.50
H 1.62342 1.61038 4.10809 -0.07 0.01 -0.01 0.63
N -1.72994 -3.98374 1.31153 -0.03 0.04 0.05 -0.09
C -1.16832 -3.65843 2.52910 0.01 0.05 -0.07 -0.85
C -0.53975 -2.46407 2.35156 0.01 -0.26 -0.05 -0.33
N -0.70506 -2.08686 1.04674 0.05 0.37 0.31 0.49
C -1.43708 -2.99842 0.44319 -0.08 0.08 -0.06 0.01
C -1.84796 -2.72422 -0.92087 -0.02 -0.25 -0.15 0.32
N -1.62794 -1.52541 -1.43084 0.40 0.20 0.89 0.16
C -2.00183 -1.58071 -2.74168 -0.13 -0.02 -0.06 -0.21
C -2.47421 -2.82950 -3.02126 0.03 0.06 0.06 -0.67
N -2.37258 -3.54634 -1.85296 0.05 0.12 -0.06 -0.09
H -2.30739 -4.78904 1.13684 0.01 -0.01 0.00 0.18
H -1.27034 -4.29082 3.39200 0.00 -0.01 -0.01 0.40
H 0.01260 -1.86157 3.05168 -0.02 -0.07 0.04 0.45
H -1.92501 -0.73425 -3.39954 -0.01 0.03 0.04 0.44
H -2.86386 -3.25798 -3.92663 -0.01 -0.01 0.01 0.41
H -2.59828 -4.52104 -1.74800 -0.01 0.00 0.01 0.18
N -1.40444 1.58641 -1.61452 -0.48 -0.35 -0.16 -0.44
N -0.07154 1.27773 -1.21343 0.00 -0.03 0.38 -0.21
H -1.50847 1.99925 -2.53036 0.46 0.37 0.10 0.22
H -1.87384 2.11273 -0.89236 0.02 -0.03 0.08 0.25
H 0.37352 2.06613 -0.74246 0.04 0.01 -0.12 0.28
H 0.49132 1.04546 -2.02700 -0.02 -0.11 -0.02 0.33
```
Forces are in eV/Å.

Values from the calculation:
Spin multiplicity: 1
Calculated total energy (Eh): -1373.12602
Total charge: +1
Gap between HOMO and LUMO (eV): 9.2460

=====

Entry 2:
The following is a quantum chemistry calculation of C3H6BrO3P in the gas phase at a distorted geometry, from the OMol25 dataset.

The geometry in XYZ format:
```
14
Properties=species:S:1:pos:R:3:forces:R:3:mulliken_charge:R:1
O 0.57695 -1.00587 -1.59331 0.94 -0.88 -2.51 -0.54
P -0.01276 -1.22165 -0.31627 -3.73 -1.37 3.79 0.91
O 0.59733 -2.32199 0.68012 -0.18 -0.43 0.59 -0.50
O -1.60466 -1.73220 -0.42255 1.39 0.14 -1.42 -0.55
C -0.03730 0.25338 0.74468 1.62 1.91 -0.84 -0.89
C 0.57916 1.30413 -0.21913 -1.52 0.61 0.12 -0.06
C 1.76632 1.07632 -0.75728 -0.64 2.36 0.13 -0.43
Br 2.96022 -0.11564 0.02384 0.77 0.04 -0.29 -0.11
H 0.15703 -2.38923 1.57099 0.52 0.21 -1.50 0.35
H -1.72701 -2.09328 -1.35030 0.13 0.63 1.52 0.34
H -0.90318 0.65695 1.16295 -2.33 0.10 -0.20 0.47
H 0.51341 0.23620 1.69015 0.81 -0.79 -0.47 0.40
H -0.08540 2.15659 -0.66469 1.27 -1.85 0.89 0.24
H 2.00364 1.77264 -1.56472 0.94 -0.67 0.19 0.37
```
Forces are in eV/Å.

Values from the calculation:
Spin multiplicity: 1
Calculated total energy (Eh): -3259.03180
Gap between HOMO and LUMO (eV): 9.6122
Structure (SMILES): O=P(O)(O)C/C=C\Br

=====

Entry 3:
The following is a quantum chemistry calculation of C13H19ClN2O4S in the gas phase, from the OMol25 dataset.

The geometry in XYZ format:
```
40
Properties=species:S:1:pos:R:3:forces:R:3:mulliken_charge:R:1
C -0.44463 -3.22380 -1.98275 0.02 -0.01 -0.10 -0.87
O -0.35276 -2.85880 -0.62815 -0.02 0.03 0.33 -0.30
C 0.93587 -3.05667 -0.08778 0.15 0.01 0.24 -0.45
C 0.91148 -2.68351 1.39565 0.14 -0.14 -0.47 -0.93
N 0.55452 -1.29708 1.59484 -0.32 -0.23 0.05 -0.09
C 1.47063 -0.31250 1.51257 -0.39 0.26 0.19 0.60
O 2.65911 -0.52703 1.36361 0.31 -0.07 -0.05 -0.70
C 0.89308 1.10091 1.59435 0.20 -0.02 0.30 -1.12
N 0.82504 1.71580 0.29242 0.67 0.54 -0.19 0.12
C 0.05866 1.06706 -0.74660 -0.10 0.00 -0.44 -0.71
C -1.41150 1.11458 -0.41840 -0.02 -0.07 0.07 -0.25
C -2.01417 2.34964 -0.20517 -0.01 -0.14 -0.01 -0.30
C -3.35253 2.43260 0.12795 -0.04 0.00 -0.01 -0.76
C -4.09590 1.26724 0.24734 0.22 -0.10 -0.05 0.39
Cl -5.77176 1.36115 0.66247 -0.19 0.02 0.05 -0.22
C -3.51190 0.02907 0.03900 -0.18 0.10 0.05 -1.03
C -2.16796 -0.04214 -0.28973 0.07 0.12 -0.08 0.04
S 2.05148 2.74417 -0.14962 0.24 -0.11 -0.25 1.25
C 3.45318 1.71378 -0.64139 -0.65 0.46 0.33 -0.92
O 1.58772 3.45336 -1.30713 -0.03 -0.17 -0.19 -0.67
O 2.40904 3.49154 1.01726 0.17 -0.22 0.25 -0.68
H 0.23675 -2.62763 -2.60187 -0.02 -0.02 -0.01 0.33
H -1.47160 -3.03542 -2.28900 0.02 -0.03 -0.09 0.27
H -0.20957 -4.28513 -2.12232 -0.02 0.02 -0.02 0.35
H 1.23846 -4.10817 -0.19799 -0.01 0.07 0.01 0.48
H 1.67033 -2.42904 -0.61448 -0.04 -0.06 0.05 0.32
H 0.18789 -3.30804 1.92076 0.08 -0.01 0.01 0.41
H 1.91034 -2.83415 1.81048 -0.14 -0.07 0.01 0.36
H -0.42592 -1.06579 1.55355 0.08 0.13 0.06 0.27
H 1.55660 1.73539 2.18504 -0.15 -0.26 0.21 0.54
H -0.10400 1.09136 2.04818 0.07 0.04 -0.05 0.32
H 0.25422 1.64834 -1.65085 -0.12 -0.24 -0.06 0.70
H 0.38292 0.03014 -0.90669 -0.04 0.04 -0.02 0.25
H -1.41656 3.24335 -0.30138 0.04 0.16 0.01 0.46
H -3.82073 3.39025 0.29192 -0.07 0.08 0.02 0.43
H -4.10091 -0.86963 0.13484 -0.08 -0.06 0.02 0.45
H -1.71402 -1.00878 -0.45492 0.10 -0.10 -0.02 0.67
H 3.23439 1.29995 -1.61640 -0.07 -0.10 -0.18 0.31
H 3.58236 0.93747 0.10416 0.01 -0.06 0.09 0.25
H 4.32230 2.35617 -0.68374 0.11 0.21 -0.05 0.43
```
Forces are in eV/Å.

Values from the calculation:
Spin multiplicity: 1
Calculated total energy (Eh): -1775.62375
Gap between HOMO and LUMO (eV): 9.8263
Structure (SMILES): COCCNC(=O)CN(Cc1ccc(Cl)cc1)S(C)(=O)=O

=====

Entry 4:
The following is a quantum chemistry calculation of C3H4ClFN2 in the gas phase at a distorted geometry, from the OMol25 dataset.

The geometry in XYZ format:
```
11
Properties=species:S:1:pos:R:3:forces:R:3:mulliken_charge:R:1
C 1.20913 -0.14485 0.99672 0.89 -4.47 -5.19 -0.34
C -1.55689 0.00813 0.50911 5.18 -1.28 -1.34 0.28
C 0.22212 -0.27899 -0.06869 -3.27 -0.15 0.92 0.16
N 0.94819 0.57077 1.98600 2.42 2.61 6.29 -0.35
N -1.74733 -0.45522 1.61463 -1.38 0.31 3.74 -0.43
F 0.22975 -1.55490 -0.56127 0.06 -0.12 -0.55 -0.28
Cl -2.54375 0.61738 -0.66854 -1.41 1.09 -1.28 -0.17
H 2.04822 -0.94758 0.84591 -1.11 1.81 0.83 0.30
H 0.37765 0.43719 -0.84694 -0.17 0.35 -0.96 0.29
H 1.49614 0.48332 2.89190 -2.02 0.42 -0.96 0.26
H -2.60805 -0.24604 2.19575 0.81 -0.58 -1.50 0.26
```
Forces are in eV/Å.

Values from the calculation:
Spin multiplicity: 3
Calculated total energy (Eh): -786.03650
Gap between HOMO and LUMO (alpha / beta) (eV): 6.7786 / 6.9562
<S²>: 2.0069

=====

Which value of calculated total energy does entry 2 give? -3259.03180 Eh

=====

What is the formula in the third record? C13H19ClN2O4S

=====

Look up the spin multiplicity of the third one. 1